(1)
The following is a DFT calculation (ωB97M-V/def2-TZVPD) of an isolated ion of composition C7H9N2O2 and charge -1.

Geometry as XYZ:
```
20
Properties=species:S:1:pos:R:3:forces:R:3
C -2.35445 -2.31804 0.58356 -1.91 -2.90 2.29
C -1.48961 -1.35646 0.41734 1.24 0.28 -0.73
N -1.63726 -0.25246 -0.34548 -2.70 0.34 -0.93
N -0.46209 0.39752 -0.54865 1.51 2.91 -1.77
C -0.67025 1.83624 -0.09942 -0.19 -0.24 0.63
C 0.53074 -0.35616 0.18001 4.03 3.04 -0.60
C 2.02377 0.15616 0.20158 -1.05 -1.54 1.11
C 2.64089 0.97813 -0.95383 -1.67 0.94 -1.09
O 2.75625 -0.09838 1.16855 -0.84 0.23 -1.23
C -0.02043 -1.40309 0.84121 -1.91 -1.88 1.84
O 0.28803 -2.32676 1.62787 0.99 0.48 -0.44
H -3.44283 -2.28686 0.39302 0.75 0.27 -0.33
H -2.05884 -3.13585 1.31096 -0.16 1.01 -1.13
H -2.26482 -0.25662 -1.16062 0.63 -0.19 0.73
H 0.23966 2.42607 -0.06240 0.47 -0.37 0.02
H -1.36142 2.52965 -0.67650 0.39 -1.60 0.09
H -1.05787 1.74793 0.92572 -0.02 0.36 -0.01
H 1.93706 1.86824 -1.11283 0.99 -1.16 -0.18
H 2.78274 0.46472 -1.94560 -0.71 0.12 1.00
H 3.62074 1.38602 -0.74452 0.15 -0.08 0.72
```
Positions in Å, forces in eV/Å.

Properties
E_HOMO   -2.7 eV
2S+1   1
Lowest unoccupied orbital energy   3.68 eV
Total charge   -1

Want to see where the charge sits? The Mulliken charges in e are: C -0.82; C 0.09; N -0.35; N -0.11; C -1.01; C -0.51; C 0.21; C -0.94; O -0.62; C 1.40; O -0.84; H 0.27; H 0.25; H 0.24; H 0.34; H 0.26; H 0.38; H 0.19; H 0.24; H 0.32

***

(2)
The following is a DFT calculation (ωB97M-V/def2-TZVPD) of an isolated ion of composition C7H9N2OS and charge +1.

Geometry as XYZ:
```
20
Properties=species:S:1:pos:R:3:forces:R:3
C 1.82313 -1.74792 0.54829 0.74 -0.80 -0.23
C 3.15527 -1.58404 0.21694 -4.25 1.78 1.54
C 1.20158 -0.39669 0.45705 -1.01 0.28 -1.81
C 3.26423 -0.07062 0.05113 0.76 -0.03 -1.26
C -1.18036 0.52440 0.79402 3.81 0.11 4.90
C -2.22797 0.40947 -1.29950 -4.07 -3.22 0.85
C -3.38890 1.24113 0.67245 -1.59 1.54 -1.21
N 2.10280 0.53239 0.07499 -0.80 0.79 0.99
N -2.19859 0.67778 0.12794 -0.72 -0.28 -4.06
O -0.09978 -0.26598 0.35894 0.92 -0.43 -0.46
S 4.67696 0.82991 -0.44729 -1.23 -0.96 0.79
H 1.15314 -2.62897 0.74542 1.30 0.83 -0.18
H 3.90020 -2.29660 0.20833 1.49 -1.24 -0.19
H -1.30560 0.18387 -1.57622 4.21 -0.20 -1.62
H -2.73850 -0.64684 -1.51847 0.24 2.54 0.48
H -2.67220 1.24618 -1.76119 -0.51 0.58 -0.95
H -3.18316 1.36232 1.67560 -0.11 -0.12 2.40
H -3.58501 2.35897 0.34098 0.17 -2.56 -0.11
H -4.17427 0.46283 0.46065 0.29 1.41 0.32
H 5.47701 -0.19161 -0.13005 0.34 -0.03 -0.18
```
Positions in Å, forces in eV/Å.

Properties
E_HOMO (alpha / beta)   -12.4 / -12.5 eV
2S+1   1
Lowest unoccupied orbital energy (alpha / beta)   -6.32 / -6.30 eV
Total charge   +1

Want to see where the charge sits? The Mulliken charges in e are: C -0.70; C -0.34; C 0.85; C 0.40; C -0.14; C -0.88; C -0.88; N -0.48; N 0.25; O -0.13; S -0.04; H 0.39; H 0.48; H 0.33; H 0.30; H 0.34; H 0.38; H 0.31; H 0.35; H 0.18

***

(3)
The following is a DFT calculation (ωB97M-V/def2-TZVPD) of an isolated ion of composition C7H9N2S and charge +1.

Geometry as XYZ:
```
19
Properties=species:S:1:pos:R:3:forces:R:3
C -1.86605 0.77042 -0.22924 -0.10 0.96 -0.13
C -0.79856 1.59155 -0.43550 -0.37 0.10 0.08
C -0.18859 -0.70583 -0.20693 1.69 6.15 -0.99
C 2.37149 0.53226 0.90792 0.10 0.18 -0.01
C 1.73683 0.96059 -0.39090 0.77 0.46 0.17
C 2.34467 -0.41847 -0.24637 -0.29 -0.15 0.27
C -2.40856 -1.61789 0.19135 -0.70 -0.74 0.10
N -1.47562 -0.54934 -0.07735 0.95 -0.11 -0.04
N 0.34533 0.90507 -0.47359 -2.39 -6.60 0.83
S 1.12175 -1.75817 -0.21715 0.27 -0.55 -0.09
H -2.90033 1.04146 -0.16769 -0.17 -0.05 -0.02
H -0.82159 2.65546 -0.58575 -0.08 0.18 0.07
H 3.31593 0.97015 1.19107 0.12 0.00 -0.12
H 1.71595 0.32415 1.74008 -0.14 0.02 0.01
H 2.20873 1.69832 -1.02631 0.10 -0.06 -0.02
H 3.25271 -0.71476 -0.74823 -0.01 0.04 -0.11
H -2.99303 -1.39425 1.08414 0.14 0.06 -0.03
H -3.09277 -1.74097 -0.64953 0.12 0.07 0.01
H -1.86830 -2.54973 0.33998 0.01 0.04 0.02
```
Positions in Å, forces in eV/Å.

Properties
E_HOMO   -12.3 eV
2S+1   1
Lowest unoccupied orbital energy   -3.49 eV
Total charge   +1

Want to see where the charge sits? The Mulliken charges in e are: C -0.69; C -0.05; C 0.21; C -0.80; C -0.23; C -0.04; C -0.86; N 0.10; N 0.02; S -0.13; H 0.48; H 0.48; H 0.30; H 0.25; H 0.46; H 0.47; H 0.36; H 0.36; H 0.30

***

(4)
The following is a DFT calculation (ωB97M-V/def2-TZVPD) of C7H9N3 as an isolated structure.

Geometry as XYZ:
```
19
Properties=species:S:1:pos:R:3:forces:R:3
C 2.67200 -0.09248 0.22401 0.10 0.23 1.24
C -1.25524 -2.22564 -0.26487 2.37 -1.36 0.22
C 0.13914 -1.92063 -0.05150 -0.33 1.84 -0.40
C -1.95934 -1.08246 -0.09508 -2.19 -1.16 0.13
C 0.14577 -0.55962 0.12551 3.35 2.25 1.81
C -1.42184 1.30759 0.26399 1.06 -0.03 3.70
C 1.54040 0.71090 0.44277 -4.63 -1.45 -2.56
N 3.57024 -0.77501 0.09959 1.46 -1.06 -0.45
N -1.10726 -0.07732 0.26093 0.53 -0.30 -2.02
N 1.34868 1.75617 -0.55389 -1.12 -0.29 -1.75
H -1.47289 -3.26764 -0.47057 -0.92 0.43 0.01
H 1.04899 -2.47384 -0.05339 0.12 -0.74 -0.20
H -3.07335 -1.08041 -0.12737 1.17 0.83 0.11
H -2.43136 1.29385 0.26620 -3.46 0.63 -0.45
H -1.20302 1.61637 1.32683 0.14 0.47 -1.09
H -0.99599 1.97845 -0.42768 0.61 0.21 -0.90
H 1.26850 1.21464 1.34087 0.70 -0.61 1.35
H 2.13039 2.29963 -0.84531 1.17 0.35 0.69
H 1.05618 1.37745 -1.46104 -0.13 -0.24 0.56
```
Positions in Å, forces in eV/Å.

Properties
E_HOMO   -8.6 eV
2S+1   1
Lowest unoccupied orbital energy   0.72 eV

Want to see where the charge sits? The Mulliken charges in e are: C 0.29; C -0.77; C -0.34; C -0.34; C 0.06; C -1.05; C -0.04; N -0.47; N 0.13; N -0.61; H 0.38; H 0.47; H 0.32; H 0.46; H 0.32; H 0.32; H 0.38; H 0.23; H 0.28

***

The following energy relative to the best compared isomer or geometry (same formula, charge and spin) values (in eV) correspond, in order, to the records above: 2.895; 4.530; 1.859; 3.425.
The following DFT total energy values (in Ha) correspond, in order, to the records above: -532.066016; -854.633047; -779.513375; -436.290346.